Density functional theory data (ωB97M-V/def2-TZVPD) for a molecular structure, C39H31N3O2Ru.

Structure (XYZ):
```
76
Properties=species:S:1:pos:R:3:forces:R:3
Ru -0.358953 -0.170105 0.664659 0.488 -0.034 0.543
O -0.580364 1.622835 0.426119 -0.057 0.368 -0.686
C 0.183764 2.725123 -0.144604 -0.205 -0.043 0.544
C 1.637600 2.291280 0.065164 0.133 -0.079 0.000
C 2.010465 1.040087 -0.670836 0.011 -0.326 0.293
C 2.851927 1.081755 -1.757727 0.097 0.039 -0.082
C 3.218470 -0.095435 -2.387064 0.071 -0.011 -0.070
C 2.796902 -1.308921 -1.868551 0.135 -0.024 -0.033
C 1.976061 -1.336751 -0.763275 -0.059 0.296 0.164
C 1.604767 -2.638062 -0.117930 0.027 0.120 -0.003
C 0.114052 -2.984234 -0.195419 -0.160 0.256 0.264
O -0.505190 -1.996756 0.668165 0.208 -0.459 0.016
C -0.447247 -2.807615 -1.595687 -0.093 -0.010 -0.034
C 0.081035 -3.571016 -2.630483 0.069 -0.058 -0.123
C -0.389992 -3.416144 -3.923995 -0.003 -0.021 -0.025
C -1.411326 -2.511585 -4.202080 0.053 -0.052 -0.032
C -1.963746 -1.769758 -3.175580 0.055 0.006 0.094
C -1.479801 -1.919940 -1.876283 -0.052 0.078 -0.019
C -0.184004 -4.346196 0.403345 -0.029 -0.015 -0.065
C 0.763830 -5.359350 0.466729 -0.015 -0.131 0.065
C 0.424168 -6.605780 0.985510 0.127 0.110 -0.056
C -0.856627 -6.841993 1.447010 -0.091 -0.028 0.024
C -1.807364 -5.831175 1.386959 -0.026 0.083 -0.008
C -1.473916 -4.591709 0.863228 -0.174 -0.119 0.028
N 1.550039 -0.162422 -0.205077 -0.294 0.026 -0.679
C -0.146689 3.939259 0.718492 0.083 -0.025 -0.024
C -1.401257 4.033840 1.312233 -0.178 0.117 0.029
C -1.727270 5.130614 2.100609 -0.016 -0.096 -0.043
C -0.806168 6.147807 2.295756 -0.068 0.039 0.040
C 0.438199 6.067523 1.695754 0.116 -0.058 -0.069
C 0.769576 4.968797 0.911835 0.021 0.041 0.115
C -0.141658 2.894565 -1.612546 -0.162 0.111 -0.189
C -0.367040 1.803093 -2.447743 0.010 -0.084 -0.069
C -0.565538 1.969437 -3.809510 0.001 0.172 0.022
C -0.543910 3.245850 -4.359746 -0.001 -0.098 0.002
C -0.335533 4.339870 -3.536507 0.009 0.037 0.024
C -0.138605 4.167739 -2.172077 -0.028 0.090 -0.050
H 1.808661 2.148742 1.135818 0.026 0.036 0.003
H 2.289701 3.091729 -0.269441 0.082 0.012 -0.040
H 3.206762 2.039431 -2.112168 0.002 -0.011 -0.004
H 3.856272 -0.069232 -3.261801 -0.019 -0.003 0.014
H 3.118973 -2.242604 -2.307061 0.003 0.008 -0.012
H 1.871862 -2.603367 0.940801 0.078 -0.063 0.002
H 2.200124 -3.418804 -0.578492 0.001 -0.016 -0.092
H 0.848051 -4.311492 -2.425384 -0.027 0.039 -0.011
H 0.027783 -4.017842 -4.720398 -0.001 0.003 0.006
H -1.789354 -2.410885 -5.210876 0.018 -0.011 0.013
H -2.790046 -1.097959 -3.369457 0.028 0.016 0.018
H -2.000183 -1.394229 -1.080128 -0.016 0.011 0.031
H 1.776473 -5.212855 0.118830 0.019 -0.015 -0.010
H 1.170135 -7.388165 1.028682 -0.001 0.016 -0.015
H -1.118874 -7.813023 1.844812 -0.007 0.014 0.010
H -2.814028 -6.012816 1.739667 0.005 0.005 -0.013
H -2.232145 -3.819276 0.796045 0.025 -0.016 -0.005
H -2.145078 3.264430 1.143310 0.018 0.015 -0.010
H -2.707103 5.191825 2.555605 0.004 -0.005 -0.013
H -1.060527 7.004049 2.905421 -0.001 -0.016 0.012
H 1.161569 6.859846 1.836973 -0.011 -0.016 -0.014
H 1.748642 4.947759 0.452223 0.017 -0.024 -0.019
H -0.399355 0.790442 -2.065316 -0.015 -0.114 0.114
H -0.737957 1.106619 -4.438461 -0.018 -0.030 0.004
H -0.697623 3.384440 -5.421947 -0.008 -0.005 0.026
H -0.335924 5.339096 -3.951967 0.008 -0.018 0.012
H 0.003272 5.038500 -1.545150 -0.002 -0.035 -0.039
N -0.225018 3.623513 5.729001 -0.023 -0.031 -0.026
C -0.354377 2.570496 5.291744 0.009 -0.167 -0.044
C -0.494612 1.257721 4.710501 0.005 0.246 0.172
C -0.564014 0.104143 5.486894 0.005 -0.007 0.143
C -0.709967 -1.123766 4.861741 -0.023 -0.041 0.097
C -0.756800 -1.181075 3.488781 -0.011 0.290 -0.161
N -0.673285 -0.054828 2.739531 -0.133 0.044 0.152
C -0.560631 1.151744 3.336977 -0.118 -0.331 -0.150
H -0.509132 0.175043 6.565797 -0.017 0.000 -0.014
H -0.788953 -2.038111 5.432797 0.019 0.025 0.009
H -0.864905 -2.112811 2.952802 0.025 -0.013 -0.037
H -0.547030 2.029054 2.704437 0.054 -0.010 -0.016
```
Forces are in eV/Å.

Computed properties:
multiplicity	5
electronic energy	-1913.784692	hartree
HOMO (alpha / beta)	-14.076 / -14.063	eV
net charge	+2
LUMO level (alpha / beta)	-7.56 / -9.17	eV